Entry 1:
{"formula": "C30H50O27S3", "method": "ωB97M-V with the def2-TZVPD basis set", "elements": ["C", "C", "O", "C", "O", "O", "H", "H", "H", "H", "C", "C", "O", "C", "O", "O", "H", "H", "H", "H", "C", "C", "O", "C", "O", "O", "H", "H", "H", "H", "C", "C", "O", "C", "O", "O", "H", "H", "H", "H", "C", "C", "O", "C", "O", "O", "H", "H", "H", "H", "C", "C", "O", "C", "O", "O", "H", "H", "H", "H", "C", "C", "O", "C", "O", "O", "H", "H", "H", "H", "C", "C", "O", "C", "O", "O", "H", "H", "H", "H", "C", "S", "O", "C", "H", "H", "H", "H", "H", "H", "C", "S", "O", "C", "H", "H", "H", "H", "H", "H", "C", "S", "O", "C", "H", "H", "H", "H", "H", "H"], "coordinates": [[2.111440, -6.829305, 3.453501], [2.545580, -5.435475, 3.926651], [3.393320, -4.961615, 2.952711], [3.466830, -5.787615, 1.923111], [4.233360, -5.602525, 0.922161], [2.646900, -6.825155, 2.117651], [1.027260, -6.906955, 3.534791], [2.550340, -7.493535, 4.197991], [3.143670, -5.582595, 4.825951], [1.755840, -4.807075, 4.338411], [3.788620, 1.507875, 8.512171], [4.066670, 1.200905, 7.038761], [4.492140, -0.122015, 7.071531], [4.508970, -0.591885, 8.340741], [5.022010, -1.671465, 8.693431], [3.895330, 0.295345, 9.183611], [2.773980, 1.888925, 8.627941], [4.528300, 2.237865, 8.840961], [4.761910, 1.926645, 6.616811], [3.162760, 1.155185, 6.431341], [-6.175000, -3.691795, -3.999799], [-7.589840, -3.393115, -4.475259], [-7.899470, -4.469105, -5.224789], [-6.789730, -5.151465, -5.546159], [-6.701590, -6.168105, -6.247579], [-5.688020, -4.558545, -5.021929], [-6.122990, -4.143985, -3.009389], [-5.616150, -2.756215, -3.977839], [-7.686080, -2.605315, -5.222389], [-8.207180, -3.316765, -3.580189], [4.335190, 4.369165, -4.912949], [5.150640, 4.010785, -6.212969], [5.015570, 2.600005, -6.265879], [4.354980, 2.163715, -5.131779], [4.021540, 1.009625, -5.038119], [4.105510, 3.129515, -4.311899], [3.382380, 4.866825, -5.093469], [4.955320, 5.021535, -4.298159], [6.215420, 4.243135, -6.194119], [4.673390, 4.434905, -7.096399], [0.495570, -9.421325, -8.298969], [1.723450, -8.769945, -8.914839], [2.155890, -7.962165, -7.855709], [1.246530, -7.848035, -6.895929], [1.233370, -6.917735, -6.037709], [0.329570, -8.748735, -7.077979], [0.537500, -10.497195, -8.129129], [-0.424870, -9.229885, -8.850549], [1.515490, -8.300135, -9.876159], [2.498310, -9.529495, -9.018669], [7.847450, -0.011615, -0.624929], [6.848310, 0.258565, 0.458671], [7.430440, -0.235815, 1.633911], [8.726090, -0.431005, 1.468741], [9.406700, -0.770135, 2.376531], [8.993730, -0.228805, 0.178381], [8.116090, 0.837955, -1.252749], [7.593700, -0.878565, -1.234929], [5.961780, -0.354285, 0.295681], [6.703420, 1.338845, 0.468861], [-3.914790, 2.377915, 8.169851], [-3.102390, 3.212265, 7.192321], [-2.299850, 2.224575, 6.559531], [-2.222290, 1.104775, 7.309081], [-1.518990, 0.087905, 7.154461], [-3.035640, 1.309905, 8.355041], [-4.937940, 2.137485, 7.880961], [-3.881610, 2.826575, 9.162681], [-2.401140, 3.952105, 7.578321], [-3.784410, 3.691655, 6.490081], [-6.425670, 1.152945, 1.732841], [-6.352940, -0.306985, 1.259851], [-7.638770, -0.479145, 0.707811], [-8.042270, 0.681735, 0.201981], [-8.954430, 0.810585, -0.661659], [-7.324260, 1.682835, 0.782291], [-5.448680, 1.625025, 1.629201], [-6.792650, 1.275945, 2.751801], [-6.061840, -0.990075, 2.057811], [-5.581060, -0.461265, 0.505861], [0.581730, -1.043325, -0.999689], [0.119540, 0.768905, -1.139069], [-1.416110, 0.828025, -0.994709], [0.694260, 1.351115, 0.461021], [1.661130, -1.058535, -1.150549], [0.114290, -1.736725, -1.698839], [0.417460, -1.509795, -0.028339], [0.188070, 2.278225, 0.729961], [1.763830, 1.534595, 0.563291], [0.364180, 0.695985, 1.267211], [1.415880, 8.581515, 6.894771], [3.004060, 8.382425, 6.018421], [3.489750, 6.997865, 6.476551], [2.301500, 8.245255, 4.366991], [1.585800, 8.541905, 7.970711], [0.849630, 7.702665, 6.586401], [0.946130, 9.515965, 6.587801], [3.155430, 8.205425, 3.690741], [1.649810, 9.083095, 4.119131], [1.747060, 7.306825, 4.361481], [-6.420350, 4.052015, -8.492619], [-6.720050, 3.346415, -6.765439], [-7.805660, 2.333235, -7.094079], [-5.131540, 2.486255, -6.382569], [-6.113970, 3.419945, -9.326109], [-5.546420, 4.702935, -8.517989], [-7.290150, 4.551775, -8.918979], [-4.214240, 3.010705, -6.650159], [-5.105300, 1.564575, -6.963869], [-5.111770, 2.453165, -5.293259]], "forces_ev_per_angstrom": [[-0.060, 1.711, 0.667], [-0.078, -1.136, 2.849], [0.522, 1.777, -0.724], [3.248, 0.640, -4.131], [-3.677, -1.006, 4.368], [-0.393, -1.429, -0.009], [0.079, -0.347, -0.862], [0.259, -0.850, -1.011], [0.307, 0.064, 0.063], [-0.200, 0.608, -1.203], [-0.671, 1.553, -0.808], [-1.493, 0.548, -0.084], [1.435, -1.413, 0.542], [1.713, -3.304, 1.314], [-2.134, 3.862, -1.311], [0.888, -1.395, -0.253], [0.154, 0.165, 0.243], [-0.111, -0.100, 0.509], [0.300, -0.494, -0.144], [-0.100, 0.578, -0.010], [0.377, 1.483, -0.292], [0.702, 1.790, 1.363], [-0.850, -3.911, -1.475], [1.163, -3.323, -2.478], [-0.846, 3.173, 2.046], [-0.545, -0.022, 0.525], [-0.089, -0.316, -0.145], [0.355, -0.238, -0.038], [0.228, 1.039, 0.937], [-0.511, 0.347, -0.450], [1.302, 1.289, -1.085], [-0.905, -0.021, 0.330], [-0.422, -0.117, 0.795], [0.111, -3.315, -2.806], [0.465, 1.280, 0.587], [-0.431, 0.888, 1.820], [0.042, -0.115, -0.201], [-0.216, -0.217, 0.384], [-0.140, 0.270, 0.215], [0.200, 0.068, -0.014], [-1.297, -0.440, -0.732], [0.246, -1.997, 0.358], [1.536, 1.702, -0.455], [0.166, 4.951, 2.936], [0.228, -4.122, -3.084], [-1.587, -0.796, 1.326], [0.343, 0.074, 0.082], [0.095, -0.057, -0.263], [0.212, 0.582, 0.358], [0.052, 0.109, -0.521], [0.751, -0.060, 0.105], [-1.262, -0.008, -0.750], [-1.629, 0.589, 0.797], [-0.680, -0.409, 0.271], [1.218, 0.040, -0.405], [2.667, -0.616, -0.651], [-0.455, -0.066, -0.095], [0.318, -0.107, 0.047], [-0.359, 0.691, 0.026], [-0.575, -0.070, 0.644], [1.273, 1.555, 1.456], [-0.650, 0.226, -0.563], [0.787, -0.729, -1.469], [1.617, -2.296, 0.071], [-2.416, 3.928, 0.116], [-0.150, -2.642, 0.606], [0.254, -0.386, -0.240], [-0.770, 0.389, -0.123], [-0.343, 0.000, 0.500], [0.404, -0.033, -0.359], [0.930, -0.873, -0.359], [1.114, 0.602, 0.914], [-0.229, -1.373, -0.241], [-3.306, 1.102, -2.900], [3.913, -0.294, 3.775], [-0.965, 0.576, -0.852], [-0.178, 0.211, 0.020], [-0.215, -0.035, -0.074], [-0.874, -0.203, 0.062], [-0.140, 0.272, -0.366], [0.725, 0.380, 0.502], [-2.660, -1.254, 0.386], [2.156, 0.024, -0.314], [0.081, 0.005, 1.144], [0.090, -0.064, -0.210], [-0.190, 0.786, -0.486], [-0.291, 0.620, 0.324], [-0.100, 0.193, -0.738], [0.065, -0.243, -0.383], [0.100, -0.463, -0.222], [0.376, -0.244, -0.485], [0.405, -1.278, 1.543], [-0.719, 1.815, -1.065], [0.156, -0.450, 0.148], [0.163, 0.114, -0.173], [-0.259, 0.121, 0.104], [-0.073, -0.071, 0.083], [-0.178, -0.065, -0.083], [0.129, 0.054, 0.146], [-0.006, -0.015, -0.216], [1.276, 0.192, -0.128], [-1.109, -0.309, -2.600], [1.392, 0.607, 1.040], [-0.141, 0.422, -0.619], [-0.270, -1.325, 0.603], [-0.208, 0.678, 0.633], [-0.205, 0.171, 0.875], [-0.299, 0.595, -0.271], [-0.244, -0.293, 0.595], [-0.187, -0.753, -0.123]], "e_above_lowest_ev": 2.438, "multiplicity": 1, "energy_ev": -119701.1996, "charge": 0, "homo_ha": -0.328, "homo_lumo_gap_ev": 8.7, "e_lumo_ev": -0.2}

Entry 2:
{"formula": "C30H51B3N4O11S", "method": "ωB97M-V with the def2-TZVPD basis set", "elements": ["C", "C", "B", "O", "C", "C", "C", "B", "C", "O", "C", "B", "O", "N", "C", "C", "C", "N", "C", "N", "C", "S", "C", "N", "C", "H", "H", "H", "H", "H", "H", "H", "H", "H", "H", "H", "H", "H", "H", "H", "H", "H", "H", "H", "O", "C", "O", "C", "C", "C", "H", "H", "H", "H", "H", "H", "H", "H", "O", "C", "O", "C", "C", "C", "H", "H", "H", "H", "H", "H", "H", "H", "O", "C", "O", "C", "C", "C", "H", "H", "H", "H", "H", "H", "H", "H", "O", "C", "O", "C", "C", "C", "H", "H", "H", "H", "H", "H", "H", "H"], "coordinates": [[-3.351601, -3.734330, -7.248504], [-1.957747, -4.084486, -6.631513], [-2.118246, -4.409930, -5.073148], [-2.403446, -5.703344, -4.721925], [-1.928844, -3.264154, -3.991588], [-2.540065, -2.090905, -4.217199], [-2.379275, -1.000718, -3.297835], [-3.162222, 0.343422, -3.639649], [-4.642958, 0.499615, -3.079529], [-2.622800, 1.369609, -4.361967], [-1.596895, -1.154028, -2.209810], [-1.376546, 0.064962, -1.212486], [-0.101979, 0.369778, -0.743012], [-2.473320, 0.911575, -0.812728], [-2.068192, 2.211622, -0.279316], [-3.417722, 0.252709, 0.087614], [-0.964864, -2.407651, -1.954065], [-0.216239, -2.534967, -0.819787], [0.350126, -3.683053, -0.685035], [1.188392, -3.922424, 0.489281], [2.195395, -3.228825, 0.448478], [3.407030, -2.255201, 0.473427], [0.218820, -4.733228, -1.610488], [-0.512399, -4.681485, -2.686046], [-1.116528, -3.468078, -2.843142], [-4.139554, -4.242367, -6.683879], [-3.562170, -2.663839, -7.201872], [-3.397678, -4.042707, -8.293339], [-1.552837, -4.938417, -7.182898], [-1.294843, -3.216707, -6.705405], [-1.976886, -6.332383, -5.310735], [-3.149849, -1.938746, -5.101502], [-5.284957, 0.730971, -3.937880], [-4.631206, 1.328855, -2.366596], [-4.983825, -0.413802, -2.590707], [-1.947405, 1.074126, -4.981914], [0.498335, 0.222341, -1.484939], [-2.888222, 2.948160, -0.361317], [-1.803433, 2.174566, 0.789171], [-1.221529, 2.644265, -0.814458], [-3.657179, -0.762488, -0.240426], [-3.082053, 0.237485, 1.133152], [-4.362215, 0.814788, 0.069290], [0.765704, -5.653286, -1.412666], [4.825122, -1.249564, -4.419538], [5.639735, -1.683604, -3.652428], [6.779932, -2.214888, -4.130821], [7.884955, -2.589522, -3.302285], [7.712257, -3.983810, -2.735569], [5.376121, -1.727217, -2.165970], [8.056505, -1.843982, -2.524089], [8.758242, -2.568482, -3.952807], [6.837715, -4.052689, -2.088182], [8.588462, -4.275966, -2.156403], [7.570213, -4.704631, -3.541336], [4.787950, -2.612342, -1.937239], [4.808644, -0.839750, -1.893937], [6.276423, -1.721194, -1.555387], [-3.702639, 4.395735, 0.455449], [-3.427568, 5.054275, 1.425392], [-3.708977, 4.575143, 2.643154], [-3.253410, 5.194544, 3.855311], [-4.178713, 6.304140, 4.297065], [-2.849055, 6.443045, 1.293199], [-2.224137, 5.532103, 3.754222], [-3.251235, 4.404728, 4.605465], [-4.221731, 7.111004, 3.564585], [-3.856568, 6.717420, 5.240540], [-5.197316, 5.925057, 4.411755], [-3.661665, 7.148723, 1.125989], [-2.184662, 6.453657, 0.431452], [-2.261571, 6.762134, 2.151321], [-1.904176, 7.536292, 5.134451], [-1.598408, 8.191463, 6.095208], [-1.852180, 7.704924, 7.320660], [-1.373303, 8.304894, 8.528770], [-2.291123, 9.411791, 9.003528], [-1.019458, 9.578222, 5.951484], [-0.341996, 8.640872, 8.412251], [-1.359452, 7.504804, 9.267043], [-2.345693, 10.228511, 8.283021], [-1.944434, 9.816426, 9.954773], [-3.305242, 9.033480, 9.134039], [-1.833401, 10.288081, 5.808726], [-0.378954, 9.589363, 5.072525], [-0.406984, 9.892470, 6.792968], [6.854778, -5.898569, 0.983483], [5.806970, -6.377767, 1.319205], [5.496376, -7.626221, 0.922039], [4.366194, -8.352056, 1.411403], [3.107788, -8.011364, 0.639489], [4.791316, -5.580582, 2.102196], [4.246097, -8.205876, 2.485993], [4.607433, -9.403823, 1.264317], [2.839091, -6.959528, 0.748323], [2.268895, -8.616610, 0.984854], [3.255662, -8.194722, -0.425306], [4.216308, -4.968459, 1.409813], [5.323724, -4.931222, 2.793554], [4.115072, -6.186161, 2.701171]], "forces_ev_per_angstrom": [[0.298, -0.114, 0.378], [-0.388, 0.545, 0.534], [0.410, -0.347, -0.637], [0.354, 0.248, 0.609], [-0.252, -1.961, -0.874], [-0.052, 1.378, 0.578], [-0.852, 0.340, -1.901], [-0.490, -0.071, 1.372], [0.689, -0.031, -0.639], [-0.257, -0.317, -0.611], [0.564, 0.273, 1.480], [0.205, 0.144, 0.326], [-0.409, 0.489, -1.214], [1.271, -0.688, 0.715], [-0.617, 0.838, -0.009], [-1.140, 0.417, -0.469], [0.069, 0.496, 0.362], [-0.016, -0.190, -0.133], [-0.109, -0.156, 0.554], [0.630, 0.604, -1.122], [-0.647, 0.006, 0.765], [0.102, -0.182, 0.129], [0.441, -1.386, 0.026], [0.294, 0.939, 0.658], [-0.616, -0.186, -0.833], [-0.085, -0.016, -0.288], [0.051, -0.074, -0.021], [-0.110, 0.044, 0.065], [0.182, 0.115, 0.107], [0.106, -0.235, -0.441], [-0.450, -0.065, -0.249], [-0.001, -0.092, -0.015], [-0.196, 0.107, 0.291], [-0.245, -0.023, -0.132], [-0.097, 0.141, 0.034], [0.356, 0.168, 0.339], [0.416, -0.361, 0.476], [0.488, -0.901, -0.092], [0.030, -0.156, -0.130], [0.009, -0.339, -0.081], [0.218, 0.045, -0.008], [0.195, -0.058, -0.169], [0.067, -0.111, 0.130], [-0.082, 0.041, -0.005], [0.090, -0.012, -0.110], [-0.185, -0.129, 0.247], [0.139, 0.177, -0.339], [0.064, -0.254, 0.197], [-0.170, -0.054, 0.021], [0.373, 0.448, 0.057], [-0.071, -0.007, 0.011], [-0.109, 0.087, -0.123], [0.071, 0.035, 0.081], [-0.008, 0.014, 0.004], [0.079, 0.037, -0.036], [0.027, -0.026, -0.029], [-0.189, -0.097, -0.132], [-0.017, -0.215, 0.007], [-0.447, 0.565, 0.397], [-0.107, 0.360, -0.116], [0.008, -0.441, 0.042], [-0.024, 0.242, 0.216], [-0.686, -0.119, -0.265], [0.553, -0.075, 0.086], [-0.029, 0.053, -0.052], [-0.045, -0.128, -0.154], [0.114, 0.033, 0.046], [-0.028, -0.058, 0.103], [0.048, -0.111, -0.055], [-0.008, -0.010, 0.008], [-0.192, -0.017, -0.124], [-0.178, 0.075, 0.078], [0.518, 0.143, 0.216], [0.003, 0.394, -0.124], [0.022, -0.420, 0.018], [-0.054, 0.259, 0.198], [-0.110, 0.106, -0.128], [0.468, -0.079, 0.080], [-0.025, 0.031, -0.074], [-0.030, -0.119, -0.146], [0.086, 0.022, 0.033], [0.014, -0.027, -0.002], [0.040, -0.062, 0.057], [-0.004, -0.007, 0.009], [-0.184, -0.011, -0.113], [-0.155, 0.065, 0.076], [0.053, -0.124, -0.083], [-0.225, 0.308, 0.004], [0.320, -0.253, -0.043], [-0.304, 0.008, -0.043], [-0.036, 0.180, -0.079], [0.055, -0.223, 0.508], [0.002, 0.072, -0.018], [0.167, 0.055, -0.037], [-0.035, -0.026, 0.094], [0.020, -0.010, 0.008], [0.029, -0.090, 0.027], [0.001, -0.005, -0.002], [0.071, 0.125, -0.195], [-0.117, -0.002, -0.159]], "multiplicity": 1, "energy_ev": -73288.6253, "charge": 0, "homo_ha": -0.310, "homo_lumo_gap_ev": 8.3, "e_lumo_ev": -0.1}